1.
A single C2H2NOPS molecule, computed with ωB97M-V with the def2-TZVPD basis set.

Element x y z (Å)
C -0.7792 -0.6839 -0.0458
C -0.6981 0.6296 -0.1531
N 1.8406 0.6649 0.2071
O 0.1974 -1.5024 -0.3751
P 0.7634 1.7329 -0.1323
S 1.8032 -0.9397 0.0672
H -1.6099 -1.0766 0.3309
H -1.5175 1.1753 0.1011

Atomic forces in eV per Å
C 2.590 2.363 -1.081
C 1.916 1.008 -0.641
N 1.212 -1.443 -0.453
O 1.434 -0.835 -0.313
P -1.381 -0.164 -0.136
S 0.269 -0.010 0.577
H -3.440 -2.200 1.314
H -2.600 1.280 0.734

Properties
SMILES string ... C1=CP=NSO1
LUMO level (alpha / beta) ... -0.7 / -0.7 eV
HOMO (alpha / beta) ... -8.148 / -8.149 eV

Mulliken population analysis, charges in e, atoms 1 to 6: 0.08, -0.60, -0.15, -0.41, 0.08, 0.18



2.
A single C2H2O2 molecule, computed with ωB97M-V with the def2-TZVPD basis set.

Element x y z (Å)
C -1.5979 -0.1911 0.2173
C -0.4449 0.4361 -0.1723
O 1.7109 -0.0225 0.4323
O 0.7541 0.8941 -0.0483
H -2.4159 -0.6057 -0.1161
H 1.9938 -0.5108 -0.3129

Atomic forces in eV per Å
C 11.639 6.403 -1.037
C -7.254 -4.725 3.179
O 0.026 -0.126 2.438
O -0.757 1.359 -1.034
H -4.013 -2.110 -1.727
H 0.359 -0.801 -1.819

Properties
SMILES string ... C#COO
LUMO level ... 0.1 eV
HOMO ... -9.614 eV

Computed Mulliken charges, given in elementary charges: -0.43, 0.28, -0.28, -0.23, 0.33, 0.33



3.
A single C2H2O2S molecule, computed with ωB97M-V with the def2-TZVPD basis set.

Element x y z (Å)
C -0.2043 0.4392 0.0040
C 0.9313 -0.3684 -0.0449
H -2.1741 -0.1892 -0.1941
H 0.6325 -1.3217 0.3288
O -1.2255 -0.4845 -0.0487
O -0.3418 1.6468 -0.0033
S 2.3819 0.2778 -0.0420

Atomic forces in eV per Å
C -4.458 3.071 -1.353
C 2.846 -0.430 1.779
H 1.902 0.309 0.398
H 0.718 -1.270 -0.440
O -1.980 0.332 -0.139
O 0.143 -1.767 0.218
S 0.829 -0.245 -0.463

Properties
SMILES string ... O=C(O)C=S
LUMO level ... -1.6 eV
HOMO ... -9.489 eV

Mulliken population analysis, charges in e, atoms 1 to 6: 0.64, -0.18, 0.34, 0.31, -0.46, -0.51



Relative energy (zero: lowest compared OMol25 entry of this formula, charge and spin) readings, ordered: 3.6 130.5 19.4 kcal/mol